No. 1
{
  "formula": "C17H24N3O5PS2TeTi",
  "method": "ωB97M-V with the def2-TZVPD basis set",
  "total_charge": 2,
  "orbital_gap_ev": 5.9,
  "fmax_ev_per_a": 0.66,
  "e_homo_ev": -13.504,
  "species": ["Ti", "O", "C", "C", "C", "C", "C", "C", "C", "O", "N", "N", "C", "S", "C", "C", "S", "H", "H", "H", "H", "H", "H", "H", "H", "H", "C", "C", "C", "N", "H", "H", "H", "H", "H", "C", "C", "O", "P", "O", "Te", "O", "C", "C", "H", "H", "H", "H", "H", "H", "H", "H", "H", "H"],
  "coordinates": [[0.6733, -0.4154, 0.0392], [-4.3039, -2.1231, -0.0642], [-3.7377, -2.8030, 0.9546], [-4.4341, -3.7972, 1.6356], [-3.8404, -4.4815, 2.6756], [-2.5323, -4.1925, 3.0637], [-1.8386, -3.2122, 2.3958], [-2.4198, -2.4971, 1.3346], [-1.6459, -1.4705, 0.6668], [-0.3776, -1.2405, 1.2104], [-2.0087, -0.7879, -0.3592], [-1.0406, 0.1667, -0.7722], [-1.4971, 0.9455, -1.7347], [-3.0359, 0.7022, -2.4233], [-2.9389, 2.1603, -3.5018], [-1.4884, 2.3985, -3.8742], [-0.5128, 2.2100, -2.3534], [-5.2036, -2.4464, -0.1990], [-5.4495, -4.0294, 1.3371], [-4.4027, -5.2496, 3.1893], [-2.0674, -4.7330, 3.8749], [-0.8226, -2.9882, 2.6869], [-3.3665, 3.0115, -2.9731], [-3.5438, 1.9536, -4.3838], [-1.3235, 3.4056, -4.2528], [-1.1304, 1.6749, -4.6051], [-0.2292, 4.5777, 2.3295], [0.2199, 3.2662, 2.9793], [0.5127, 2.2272, 1.9880], [0.7345, 1.4193, 1.2037], [-0.5341, 5.2615, 3.1180], [-1.0794, 4.4178, 1.6696], [0.5827, 5.0360, 1.7696], [-0.5426, 2.8493, 3.6410], [1.1337, 3.3833, 3.5667], [3.9727, 1.6871, -2.4965], [3.2081, 0.6864, -3.3159], [2.2530, -0.0624, -2.4790], [2.6372, -1.2533, -1.5260], [1.1576, -1.7442, -1.1623], [4.3845, -2.5717, -1.8716], [2.6475, -0.2805, -0.0370], [3.6309, -0.5003, 1.0623], [3.1748, -1.6019, 1.9758], [4.5824, 2.2966, -3.1645], [4.6478, 1.2019, -1.7909], [3.3015, 2.3528, -1.9526], [3.8500, -0.0509, -3.7976], [2.5705, 1.1442, -4.0671], [3.7084, 0.4731, 1.5411], [4.5643, -0.7308, 0.5522], [2.1514, -1.4566, 2.3387], [3.8102, -1.6111, 2.8626], [3.2383, -2.5780, 1.4952]],
  "nbo_charge": [1.81, -0.65, 0.45, -0.31, -0.11, -0.24, -0.12, -0.26, 0.56, -0.64, -0.31, -0.49, -0.06, 0.52, -0.55, -0.52, 0.38, 0.50, 0.23, 0.24, 0.24, 0.22, 0.25, 0.27, 0.27, 0.25, -0.59, -0.53, 0.59, -0.52, 0.25, 0.22, 0.23, 0.28, 0.28, -0.65, -0.06, -0.85, 1.71, -0.96, -0.06, -0.83, -0.06, -0.66, 0.25, 0.22, 0.21, 0.22, 0.21, 0.21, 0.23, 0.21, 0.26, 0.25]
}

No. 2
{
  "formula": "C17H24N4O7S",
  "method": "ωB97M-V with the def2-TZVPD basis set",
  "de_lowest_kj_mol": 2.2,
  "orbital_gap_ev": 9.7,
  "fmax_ev_per_a": 1.69,
  "e_homo_ev": -9.469,
  "species": ["C", "O", "C", "C", "N", "C", "C", "O", "C", "S", "O", "O", "C", "C", "C", "C", "C", "O", "N", "C", "N", "N", "C", "C", "O", "C", "O", "C", "C", "H", "H", "H", "H", "H", "H", "H", "H", "H", "H", "H", "H", "H", "H", "H", "H", "H", "H", "H", "H", "H", "H", "H", "H"],
  "coordinates": [[2.1117, -2.5919, -1.2520], [0.8458, -3.2055, -1.0987], [0.2122, -3.5669, -2.2977], [-0.2466, -2.3721, -3.1532], [-1.0733, -1.4616, -2.3988], [-2.4888, -1.6961, -2.2815], [-3.2829, -1.2847, -3.5262], [-4.6203, -1.6859, -3.3406], [-5.4696, -1.2454, -4.3700], [-0.5690, 0.0939, -2.1343], [-1.4980, 1.0416, -2.6835], [0.7999, 0.1959, -2.5643], [-0.6311, 0.2701, -0.3483], [-0.7731, 1.5521, 0.1494], [-0.7962, 1.7527, 1.5176], [-0.7034, 0.6596, 2.3761], [-0.7831, 0.9032, 3.8473], [-1.7036, 0.5767, 4.5500], [0.2830, 1.6202, 4.3622], [1.4940, 1.8209, 3.7697], [2.3910, 2.6818, 4.1347], [3.4435, 2.5093, 3.3053], [3.1445, 1.5568, 2.4911], [3.9967, 0.9577, 1.4213], [3.2732, 0.5800, 0.2838], [2.8286, 1.6712, -0.4937], [1.9013, 1.0613, 2.7315], [-0.5802, -0.6252, 1.8623], [-0.5238, -0.8205, 0.4914], [2.5218, -2.4924, -0.2494], [2.7735, -3.2202, -1.8585], [2.0357, -1.5986, -1.7004], [-0.6542, -4.1584, -1.9897], [0.8742, -4.1983, -2.9103], [-0.7758, -2.7497, -4.0340], [0.6189, -1.7982, -3.4861], [-2.6690, -2.7543, -2.0767], [-2.8510, -1.1161, -1.4299], [-3.2114, -0.1971, -3.6585], [-2.8642, -1.7696, -4.4231], [-6.4684, -1.5964, -4.1190], [-5.4710, -0.1514, -4.4422], [-5.1687, -1.6610, -5.3399], [-0.8671, 2.3727, -0.5441], [-0.8985, 2.7498, 1.9213], [0.1985, 1.9727, 5.3084], [4.4483, 0.0372, 1.8085], [4.7956, 1.6760, 1.1885], [2.1614, 2.3266, 0.0779], [2.2843, 1.2463, -1.3350], [3.6786, 2.2608, -0.8553], [-0.5139, -1.4659, 2.5356], [-0.3876, -1.8074, 0.0783]],
  "nbo_charge": [-0.27, -0.55, -0.07, -0.26, -0.70, -0.24, -0.08, -0.54, -0.24, 2.32, -0.94, -0.96, -0.24, -0.20, -0.20, -0.11, 0.68, -0.54, -0.63, 0.61, -0.33, -0.27, 0.42, -0.12, -0.52, -0.27, -0.42, -0.17, -0.22, 0.20, 0.17, 0.19, 0.19, 0.17, 0.20, 0.24, 0.21, 0.22, 0.20, 0.15, 0.19, 0.17, 0.16, 0.24, 0.23, 0.44, 0.21, 0.20, 0.16, 0.23, 0.17, 0.23, 0.26]
}

No. 3
{
  "formula": "C17H24N6O3",
  "method": "ωB97M-V with the def2-TZVPD basis set",
  "de_lowest_kj_mol": 770.1,
  "orbital_gap_ev": 8.1,
  "fmax_ev_per_a": 7.02,
  "e_homo_ev": -8.120,
  "species": ["H", "N", "C", "N", "N", "C", "C", "C", "C", "N", "C", "O", "N", "C", "C", "C", "C", "N", "C", "C", "C", "C", "C", "C", "C", "O", "O", "H", "H", "H", "H", "H", "H", "H", "H", "H", "H", "H", "H", "H", "H", "H", "H", "H", "H", "H", "H", "H", "H", "H"],
  "coordinates": [[-8.6533, 1.8034, 3.5732], [-7.9847, 2.3425, 2.9651], [-6.8437, 1.6927, 2.6924], [-6.4755, 0.4756, 3.3991], [-5.9582, 2.1564, 1.8012], [-4.6109, 1.7823, 1.7400], [-4.0720, 2.0673, 0.4664], [-2.5878, 2.0626, 0.0080], [-2.0879, 0.6200, -0.3130], [-2.1525, -0.2250, 0.8486], [-0.6038, 0.8290, -0.8749], [-0.2626, 1.7380, -1.6980], [0.3122, 0.0944, -0.2233], [1.7499, 0.0461, -0.3432], [2.1893, -0.8187, -1.6413], [3.7269, -1.0243, -1.7777], [4.5693, -0.2336, -2.4850], [5.7894, -0.9049, -2.7494], [5.6939, -2.0437, -1.8343], [6.7316, -3.0234, -1.6412], [6.2810, -3.9431, -0.7260], [5.0795, -4.0419, -0.1494], [4.0454, -3.2269, -0.5743], [4.4072, -2.1412, -1.3824], [2.2806, 1.5828, -0.2496], [3.1649, 1.7950, 0.4936], [1.9447, 2.5369, -1.1384], [-6.6785, 0.2446, 4.5219], [-6.2453, -0.5908, 3.0289], [-6.0245, 3.0627, 1.3256], [-4.5306, 0.6163, 1.7819], [-3.9432, 2.1010, 2.6356], [-4.6124, 1.4714, -0.3675], [-4.1715, 3.0802, 0.2800], [-2.5066, 2.7818, -0.9502], [-1.7848, 2.5051, 0.6597], [-2.6164, 0.2234, -1.2075], [-1.4538, -0.2558, 1.7217], [-2.4910, -1.3564, 0.4965], [-0.2368, -0.3662, 0.5711], [2.2356, -0.6031, 0.5094], [1.9094, -0.2496, -2.4959], [1.8466, -1.8325, -1.6402], [4.4145, 0.7679, -2.7698], [6.7943, -0.3151, -2.5115], [7.7808, -3.0088, -2.0885], [7.2119, -4.3512, -0.1902], [5.0619, -4.8537, 0.5375], [3.0932, -3.3652, -0.1974], [1.2746, 2.2955, -1.8372]],
  "nbo_charge": [0.35, -0.77, 0.59, -0.96, -0.61, -0.21, -0.42, -0.39, -0.14, -0.90, 0.68, -0.70, -0.63, -0.13, -0.41, -0.08, -0.01, -0.55, 0.16, -0.22, -0.22, -0.24, -0.18, -0.14, 0.78, -0.56, -0.70, 0.42, 0.41, 0.41, 0.20, 0.18, 0.20, 0.20, 0.25, 0.22, 0.23, 0.41, 0.40, 0.41, 0.24, 0.22, 0.22, 0.21, 0.40, 0.23, 0.20, 0.22, 0.20, 0.53]
}

No. 4
{
  "formula": "C17H24O4",
  "method": "ωB97M-V with the def2-TZVPD basis set",
  "de_lowest_kj_mol": 990.8,
  "orbital_gap_ev": 8.3,
  "fmax_ev_per_a": 8.04,
  "e_homo_ev": -7.765,
  "species": ["O", "O", "O", "O", "C", "C", "C", "C", "C", "C", "C", "C", "C", "C", "C", "C", "C", "C", "C", "C", "C", "H", "H", "H", "H", "H", "H", "H", "H", "H", "H", "H", "H", "H", "H", "H", "H", "H", "H", "H", "H", "H", "H", "H", "H"],
  "coordinates": [[2.1205, -0.6266, -1.8972], [-3.1977, -1.1269, -2.7487], [0.1736, -0.5559, -0.7069], [-2.1300, -3.5228, -0.3232], [1.3153, -0.0668, -1.1407], [-2.4013, -1.6303, -1.9799], [-0.6300, -2.9070, 1.3696], [1.7536, 0.6710, 1.6560], [0.5997, 2.9227, 1.1218], [2.8817, 3.7507, -0.6982], [4.1757, 1.7095, -0.0654], [-0.9192, -1.6039, -2.3650], [-4.1486, -1.2626, 1.5733], [-4.4881, -1.7928, 0.1478], [-0.1692, -1.9244, -1.0971], [1.5547, 1.4316, -0.7045], [-2.6749, -2.2467, -0.6115], [-3.1048, -1.3413, 0.4116], [-1.2203, -2.4960, -0.0654], [1.7087, 1.9340, 0.7443], [2.8114, 2.2536, -0.3330], [-1.3288, -3.6672, 1.8499], [0.3459, -3.2389, 1.1249], [-0.6272, -1.9780, 1.9069], [2.2448, 1.0013, 2.5848], [0.7411, 0.2312, 1.8950], [2.4485, -0.1130, 1.2601], [0.1564, 2.6446, 2.0235], [0.8598, 3.9907, 1.2397], [-0.1765, 2.9487, 0.3107], [3.7067, 4.1831, -0.1814], [3.1531, 3.8173, -1.7576], [1.8807, 4.2749, -0.5705], [4.6094, 2.1213, 0.8900], [4.9431, 1.8770, -0.8800], [4.1932, 0.6575, 0.1477], [-0.6037, -0.7060, -2.8187], [-0.5997, -2.3891, -3.0318], [-3.9345, -1.8177, 2.5535], [-4.7700, -0.3601, 1.7742], [-4.7298, -2.8382, 0.1633], [-5.2520, -1.1812, -0.4314], [0.5976, -2.6455, -1.0453], [1.0314, 1.9834, -1.3916], [-2.9006, -0.3652, 0.0963]],
  "nbo_charge": [-0.61, -0.50, -0.51, -0.45, 0.81, 0.58, -0.63, -0.62, -0.62, -0.61, -0.62, -0.53, -0.39, -0.37, 0.07, -0.32, 0.13, -0.37, 0.27, -0.04, 0.01, 0.24, 0.22, 0.22, 0.21, 0.22, 0.21, 0.22, 0.21, 0.21, 0.22, 0.21, 0.22, 0.21, 0.22, 0.22, 0.25, 0.25, 0.22, 0.24, 0.22, 0.22, 0.21, 0.22, 0.22]
}

No. 5
{
  "formula": "C17H25AlF3O12S",
  "method": "ωB97M-V with the def2-TZVPD basis set",
  "total_charge": 1,
  "de_lowest_kj_mol": 400.2,
  "orbital_gap_ev": 3.0,
  "fmax_ev_per_a": 5.06,
  "e_homo_ev": -12.033,
  "species": ["Al", "C", "F", "F", "F", "S", "O", "O", "O", "O", "H", "O", "C", "O", "C", "C", "C", "H", "H", "H", "H", "H", "H", "O", "C", "O", "C", "C", "C", "H", "H", "H", "H", "H", "H", "O", "C", "O", "C", "C", "C", "H", "H", "H", "H", "H", "H", "O", "C", "O", "C", "C", "C", "H", "H", "H", "H", "H", "H"],
  "coordinates": [[16.6092, -19.3221, -0.4011], [16.6124, -22.2461, 3.7115], [17.1630, -23.2180, 4.6365], [16.5650, -22.8840, 2.5193], [15.4459, -21.8702, 4.1296], [17.7682, -20.5760, 3.5997], [17.4064, -19.8715, 4.8630], [19.1613, -21.0394, 3.5942], [17.2981, -19.8766, 2.4378], [14.1965, -19.6010, -2.3184], [14.0401, -20.2376, -1.5938], [19.2687, -18.7169, 0.6808], [20.2975, -18.6827, 1.4019], [20.9141, -19.8203, 1.6832], [21.9223, -19.8148, 2.6589], [22.1297, -18.2688, 2.8682], [20.8787, -17.5538, 2.2315], [22.7514, -20.1980, 2.0641], [21.7032, -20.4634, 3.5071], [23.0727, -17.8019, 2.5839], [22.1128, -18.0787, 3.9413], [21.0453, -16.5435, 1.8579], [20.1447, -17.2867, 2.9919], [18.1264, -21.7143, 0.1790], [18.9795, -22.6133, 0.1331], [19.1223, -23.3472, -0.9388], [20.0634, -24.4692, -0.8319], [20.6376, -24.2621, 0.5805], [19.9283, -23.1252, 1.2092], [20.8971, -24.5066, -1.5331], [19.4329, -25.3500, -0.9533], [21.7084, -24.0733, 0.5037], [20.5125, -25.0826, 1.2870], [20.5988, -22.2711, 1.3048], [19.2770, -23.3983, 2.0394], [16.0785, -17.3053, 1.6480], [16.3170, -16.7014, 2.7254], [17.2844, -15.6992, 2.9383], [17.4372, -15.2978, 4.2710], [16.7685, -16.4192, 4.9345], [15.6205, -16.9194, 4.0523], [16.8887, -14.3723, 4.4463], [18.3956, -15.1163, 4.7575], [16.4780, -15.9554, 5.8772], [17.5918, -17.1021, 5.1441], [14.7516, -16.2618, 4.0770], [15.4285, -17.9356, 4.3966], [18.2003, -17.1418, -1.5331], [18.8132, -16.0760, -1.5026], [18.8453, -15.4782, -0.3748], [19.5466, -14.2090, -0.3555], [19.8801, -14.0373, -1.9043], [19.4324, -15.3444, -2.6380], [20.4375, -14.1436, 0.2691], [18.9400, -13.3200, -0.1832], [20.9474, -13.8578, -2.0338], [19.1790, -13.2714, -2.2361], [20.2884, -15.8361, -3.1003], [18.6815, -15.1639, -3.4071]],
  "nbo_charge": [1.52, 0.75, -0.35, -0.33, -0.29, 2.28, -0.90, -0.94, -0.95, -0.55, 0.43, -0.64, 0.83, -0.47, -0.07, -0.44, -0.54, 0.19, 0.23, 0.23, 0.23, 0.25, 0.25, -0.64, 0.85, -0.47, -0.06, -0.45, -0.51, 0.21, 0.21, 0.22, 0.24, 0.26, 0.27, -0.64, 0.86, -0.50, -0.07, -0.42, -0.54, 0.17, 0.21, 0.22, 0.23, 0.25, 0.28, -0.63, 0.82, -0.44, -0.08, -0.43, -0.52, 0.20, 0.21, 0.23, 0.22, 0.26, 0.26]
}

No. 6
{
  "formula": "C17H25BNO13P",
  "method": "ωB97M-V with the def2-TZVPD basis set",
  "orbital_gap_ev": 7.7,
  "fmax_ev_per_a": 3.17,
  "e_homo_ev": -9.185,
  "species": ["C", "B", "O", "C", "C", "P", "N", "C", "O", "O", "C", "O", "H", "H", "H", "H", "H", "H", "H", "C", "C", "C", "O", "C", "O", "O", "H", "H", "H", "H", "H", "H", "C", "C", "C", "O", "C", "O", "O", "H", "H", "H", "H", "H", "H", "C", "C", "C", "O", "C", "O", "O", "H", "H", "H", "H", "H", "H"],
  "coordinates": [[1.5344, 4.2462, 0.3554], [0.0474, 4.4568, -0.2230], [-0.2592, 5.6336, -0.8567], [-0.9657, 3.2267, -0.0433], [-2.2245, 3.1212, 0.4293], [-3.2935, 4.5002, 1.0379], [-3.1124, 5.7300, 0.0614], [-2.5918, 1.6301, 0.3469], [-3.6215, 1.2109, 0.6794], [-1.5580, 0.9052, -0.2094], [-0.5259, 1.8086, -0.4002], [0.5369, 1.5099, -0.7474], [2.1853, 4.2178, -0.5423], [1.6016, 3.3088, 0.9215], [1.7802, 5.1399, 0.9569], [0.1930, 6.3284, -0.3525], [-2.9568, 4.8508, 2.3786], [-4.6452, 4.0561, 0.9638], [-4.0105, 5.9472, -0.3682], [-2.5496, -1.7280, 1.1248], [-3.4311, -2.9438, 1.2701], [-4.7371, -2.6813, 1.9712], [-5.0357, -3.9606, 2.5381], [-3.8477, -4.5929, 2.7407], [-3.7142, -5.5933, 3.3653], [-2.8306, -3.9196, 2.1326], [-2.9873, -1.0080, 0.4405], [-2.3892, -1.2412, 2.0892], [-1.5649, -2.0143, 0.7509], [-3.5888, -3.4125, 0.2931], [-5.5260, -2.3659, 1.2905], [-4.6532, -1.9544, 2.7833], [0.0227, -2.8075, -1.9334], [-0.6936, -4.0957, -2.2612], [0.1763, -5.3231, -2.1968], [-0.4755, -6.2016, -3.1172], [-1.1153, -5.4185, -4.0287], [-1.5995, -5.8154, -5.0365], [-1.1210, -4.1154, -3.6285], [0.3123, -2.7766, -0.8821], [0.9177, -2.6882, -2.5470], [-0.6190, -1.9509, -2.1459], [-1.5825, -4.2023, -1.6305], [0.2127, -5.7633, -1.2014], [1.1965, -5.1487, -2.5490], [6.9422, 1.1058, -0.4115], [6.0076, 1.4557, 0.7215], [4.5519, 1.2166, 0.4202], [3.9075, 2.1661, 1.2747], [4.7854, 3.1911, 1.4572], [4.5092, 4.2322, 1.9575], [6.0194, 2.8642, 0.9856], [6.9604, 0.0291, -0.5841], [6.6416, 1.6046, -1.3349], [7.9549, 1.4429, -0.1872], [6.3169, 0.9404, 1.6363], [4.2328, 0.2033, 0.6588], [4.2799, 1.4429, -0.6142]],
  "nbo_charge": [-0.99, 0.98, -0.84, -0.34, -0.40, 1.29, -1.29, 0.78, -0.52, -0.50, 0.77, -0.49, 0.25, 0.24, 0.24, 0.50, -0.04, -0.02, 0.38, -0.63, 0.06, -0.09, -0.49, 0.97, -0.56, -0.50, 0.24, 0.21, 0.22, 0.18, 0.21, 0.18, -0.63, 0.06, -0.10, -0.49, 0.97, -0.56, -0.49, 0.22, 0.22, 0.23, 0.18, 0.21, 0.18, -0.63, 0.06, -0.09, -0.49, 0.97, -0.57, -0.49, 0.22, 0.22, 0.23, 0.18, 0.20, 0.19]
}